Entry 1:
Density functional theory data (ωB97M-V/def2-TZVPD) for C8H16AlNaO4 as an isolated structure in a non-equilibrium geometry.

Last column: natural (NBO) charge in e.
Geometry (Å):
C  -1.745  2.420  3.916  -0.72
C  -2.358  1.280  2.941  0.80
O  -2.959  0.330  3.483  -0.56
O  -2.110  1.445  1.550  -0.56
C  -2.529  0.305  0.775  0.80
O  -3.729  -0.078  0.696  -0.55
C  -1.355  -0.436  -0.052  -1.04
Al  -0.555  0.983  -1.298  1.10
C  1.188  0.436  -2.229  -1.01
C  2.304  -0.241  -1.247  -0.45
C  2.513  -1.826  -1.565  -0.43
C  1.405  -2.746  -0.825  -0.07
O  0.215  -2.902  -1.628  -0.72
H  -0.809  2.059  4.464  0.24
H  -1.594  3.380  3.314  0.23
H  -2.540  2.607  4.727  0.25
H  -1.773  -1.361  -0.602  0.26
H  -0.597  -0.770  0.753  0.23
H  -0.265  2.279  -0.373  -0.45
H  -1.705  1.413  -2.313  -0.36
H  1.682  1.422  -2.646  0.17
H  0.979  -0.207  -3.168  0.25
H  2.111  -0.039  -0.137  0.18
H  3.321  0.261  -1.500  0.18
H  2.444  -2.043  -2.687  0.22
H  3.579  -2.129  -1.240  0.21
H  1.176  -2.383  0.238  0.17
H  1.880  -3.790  -0.735  0.19
H  -0.068  -2.026  -1.991  0.48
Na  1.896  2.360  -0.621  0.96

Values from the calculation:
Molar mass ... 226.184 g/mol
Gap between HOMO and LUMO ... 7.547 eV
LUMO ... -0.0530 Ha
Strongest force on any atom ... 5.56 eV/Å

Entry 2:
Density functional theory data (ωB97M-V/def2-TZVPD) for an isolated ion of composition C4H11N2S and charge -1 in a non-equilibrium geometry.

Last column: natural (NBO) charge in e.
Geometry (Å):
C  0.064  0.490  -2.124  -0.63
C  -0.292  0.440  -0.627  -0.06
C  -1.745  0.158  -0.259  -0.55
S  -2.969  1.127  -1.200  -0.71
N  0.699  -0.430  0.045  -0.65
C  0.617  -0.379  1.484  -0.04
N  1.854  -1.010  2.024  -0.86
H  0.736  1.333  -2.279  0.19
H  -0.832  0.782  -2.675  0.25
H  0.407  -0.500  -2.430  0.18
H  -0.098  1.467  -0.290  0.17
H  -1.954  -0.925  -0.275  0.16
H  -1.900  0.386  0.800  0.18
H  0.553  -1.400  -0.218  0.35
H  0.549  0.667  1.784  0.15
H  -0.227  -0.931  1.902  0.15
H  2.533  -0.613  1.377  0.36
H  2.007  -0.662  2.963  0.34

Values from the calculation:
Molar mass ... 119.213 g/mol
Gap between HOMO and LUMO ... 6.040 eV
ΔE to the lowest compared entry with this formula, charge and spin ... 76.1 kJ/mol
LUMO ... 0.1356 Ha
Charge ... -1
Strongest force on any atom ... 1.21 eV/Å
Structure (SMILES) ... C[C@@H](C[S-])NCN

Entry 3:
Density functional theory data (ωB97M-V/def2-TZVPD) for C25H32F6N5O7S2SiV as an isolated structure in a non-equilibrium geometry.

Last column: Mulliken charge in e.
Geometry (Å):
V  -0.220  0.097  0.353  -0.30
C  -2.509  1.365  -3.214  -1.75
C  -1.466  0.996  -2.228  0.55
N  -1.608  0.182  -1.249  1.87
N  -2.838  -0.407  -1.036  -1.73
C  -2.864  -0.810  0.177  0.40
O  -1.714  -0.606  0.916  0.13
C  -3.962  -1.446  0.884  0.49
C  -3.803  -1.846  2.211  -0.30
C  -4.861  -2.441  2.877  -0.91
C  -6.069  -2.632  2.219  -0.44
C  -6.228  -2.232  0.896  -0.75
C  -5.179  -1.636  0.223  -0.49
C  -0.129  1.613  -2.216  0.77
C  0.321  2.511  -3.160  -0.77
C  1.596  3.047  -3.015  -0.86
C  2.372  2.661  -1.940  -1.05
C  1.851  1.757  -1.025  -0.01
N  0.630  1.242  -1.161  0.97
H  -3.367  0.707  -3.131  0.43
H  -2.109  1.330  -4.227  0.44
H  -2.827  2.392  -3.015  0.36
H  -2.863  -1.688  2.720  0.45
H  -4.747  -2.752  3.906  0.44
H  -6.896  -3.093  2.741  0.42
H  -7.174  -2.381  0.395  0.44
H  -5.295  -1.316  -0.803  0.47
H  -0.317  2.800  -3.982  0.55
H  1.970  3.764  -3.733  0.50
H  3.364  3.059  -1.785  0.62
H  2.413  1.448  -0.161  0.04
C  2.195  -1.101  4.200  -1.26
Si  2.562  -0.918  2.388  0.34
C  3.409  0.708  2.073  -1.02
C  3.622  -2.335  1.800  -1.06
C  0.784  -1.129  1.653  -1.36
H  3.133  -1.176  4.755  0.38
H  1.605  -1.991  4.424  0.36
H  1.654  -0.232  4.583  0.38
H  4.068  0.893  2.926  0.55
H  2.742  1.567  2.014  0.22
H  4.044  0.678  1.186  0.28
H  4.428  -2.508  2.515  0.47
H  4.076  -2.115  0.835  0.20
H  3.051  -3.265  1.737  0.32
H  0.062  -0.890  2.442  0.80
H  0.604  -2.151  1.329  0.93
O  2.512  -1.096  -1.071  -0.72
C  1.502  -1.779  -1.196  0.39
O  0.308  -1.456  -0.857  -0.08
C  1.587  -3.167  -1.840  -0.35
N  3.057  -3.436  -2.093  0.05
C  3.245  -3.683  -3.575  -0.64
C  2.084  -2.924  -4.188  -0.56
C  0.937  -3.238  -3.229  -0.73
H  1.198  -3.909  -1.146  0.47
H  3.422  -4.193  -1.518  0.39
H  3.529  -2.559  -1.799  0.35
H  3.153  -4.756  -3.735  0.35
H  4.242  -3.357  -3.859  0.39
H  1.889  -3.254  -5.205  0.47
H  2.301  -1.854  -4.213  0.22
H  0.557  -4.243  -3.409  0.41
H  0.099  -2.548  -3.296  0.26
F  -1.528  1.066  3.458  -0.13
C  -1.734  2.342  3.149  0.72
F  -1.262  3.102  4.101  -0.19
F  -3.009  2.541  2.940  -0.18
S  -0.782  2.708  1.520  1.16
O  0.211  1.471  1.489  -0.42
O  -1.701  2.522  0.430  -0.74
N  0.159  3.887  1.610  -0.41
S  -0.534  5.357  1.981  1.05
O  0.289  6.036  2.909  -0.59
O  -1.936  5.165  2.180  -0.57
C  -0.354  6.233  0.334  0.69
F  0.690  7.040  0.376  -0.21
F  -0.182  5.343  -0.654  -0.15
F  -1.460  6.920  0.107  -0.21

Values from the calculation:
Molar mass ... 771.711 g/mol
Gap between HOMO and LUMO (alpha / beta) ... 6.418 / 6.414 eV
ΔE to the lowest compared entry with this formula, charge and spin ... 41.6 kJ/mol
LUMO (alpha / beta) ... -0.2786 / -0.2788 Ha
Charge ... +2
Strongest force on any atom ... 1.37 eV/Å

Entry 4:
Density functional theory data (ωB97M-V/def2-TZVPD) for a 2-piece molecular cluster, C19H27N4O4S overall in a non-equilibrium geometry.

Last column: natural (NBO) charge in e.
Geometry (Å):
O  -1.151  -0.581  -1.890  -0.70
O  5.207  2.987  5.448  -0.60
O  -0.352  2.520  5.068  -0.69
O  0.223  -4.380  -4.335  -0.65
S  -2.019  -1.034  -4.327  0.31
C  -1.126  -1.346  -2.854  0.39
C  4.131  3.242  4.941  0.67
C  0.845  2.576  5.335  0.67
C  -5.264  -3.541  -7.959  -0.34
C  -4.312  -3.946  -7.055  -0.23
C  -3.335  -3.009  -6.512  -0.19
C  0.432  0.646  1.083  -0.05
C  -0.332  -2.560  -2.878  -0.25
C  -2.322  -3.432  -5.680  -0.20
C  -0.421  -3.198  -4.088  0.46
C  0.485  1.289  2.289  0.15
C  -1.398  1.882  1.277  0.25
N  -0.745  1.027  0.461  -0.46
N  1.287  2.801  6.578  -0.58
N  3.264  2.255  4.707  -0.63
N  -0.669  2.044  2.402  -0.48
C  3.775  4.674  4.593  -0.72
C  0.481  -3.025  -1.692  -0.62
C  0.426  3.008  7.744  -0.42
C  -0.358  -2.031  -6.290  -0.60
C  -1.258  -2.503  -5.142  -0.23
C  1.573  1.120  3.335  -0.43
C  1.880  2.361  4.205  -0.12
H  0.669  -4.693  -3.533  0.50
H  -5.327  -2.511  -8.299  0.19
H  -5.986  -4.244  -8.364  0.21
H  -4.285  -4.990  -6.753  0.21
H  -3.399  -1.960  -6.790  0.21
H  1.164  -0.053  0.694  0.25
H  -2.267  -4.487  -5.422  0.22
H  -2.382  2.307  1.090  0.25
H  -1.077  0.661  -0.439  0.50
H  2.285  2.819  6.727  0.42
H  3.619  1.339  4.943  0.42
H  -0.958  2.515  3.264  0.49
H  4.592  5.322  4.913  0.26
H  2.864  4.974  5.105  0.22
H  3.655  4.768  3.515  0.23
H  -0.174  -3.191  -0.831  0.24
H  1.011  -3.957  -1.902  0.20
H  1.223  -2.265  -1.424  0.23
H  1.011  3.398  8.579  0.22
H  -0.367  3.720  7.506  0.22
H  -0.031  2.063  8.043  0.21
H  -0.936  -1.460  -7.023  0.23
H  0.094  -2.889  -6.798  0.23
H  0.443  -1.392  -5.909  0.22
H  1.309  0.281  3.983  0.24
H  2.484  0.842  2.801  0.25
H  1.818  3.236  3.558  0.23

Values from the calculation:
Molar mass ... 407.516 g/mol
Gap between HOMO and LUMO ... 8.272 eV
LUMO ... -0.0805 Ha
Charge ... +1
Strongest force on any atom ... 2.76 eV/Å

Entry 5:
Density functional theory data (ωB97M-V/def2-TZVPD) for C25H27BClN7O4S4Zr as an isolated structure in a non-equilibrium geometry.

Last column: natural (NBO) charge in e.
Geometry (Å):
Zr  0.514  -1.487  0.916  1.75
C  2.174  1.805  5.030  -0.75
S  3.345  0.700  4.205  0.32
C  2.296  -0.470  3.433  -0.06
S  0.621  -0.535  3.634  -0.13
N  3.026  -1.329  2.742  -0.40
N  2.398  -2.109  1.875  -0.30
C  3.030  -3.107  1.342  0.03
C  2.388  -3.836  0.283  0.20
C  3.077  -4.819  -0.437  -0.23
C  2.435  -5.466  -1.470  -0.13
C  1.106  -5.155  -1.737  -0.26
C  0.486  -4.183  -0.975  0.11
N  1.105  -3.518  0.001  -0.56
H  2.647  2.176  5.934  0.22
H  1.923  2.626  4.364  0.22
H  1.289  1.221  5.265  0.25
H  4.038  -3.362  1.654  0.21
H  4.101  -5.038  -0.176  0.23
H  2.952  -6.209  -2.060  0.22
H  0.565  -5.656  -2.525  0.23
H  -0.551  -3.917  -1.146  0.24
C  0.346  1.255  -3.596  -0.42
N  -0.922  0.857  -3.042  -0.35
C  -2.129  1.478  -3.257  -0.09
C  -3.066  0.745  -2.615  -0.04
N  -2.454  -0.325  -2.019  -0.48
B  -3.170  -1.438  -1.203  0.19
N  -3.836  -0.745  0.013  -0.49
C  -5.141  -0.829  0.418  -0.05
C  -5.283  -0.119  1.562  -0.09
N  -4.047  0.403  1.862  -0.35
C  -3.714  1.220  2.998  -0.42
C  -3.170  0.007  0.904  0.29
S  -1.534  0.465  0.876  -0.24
C  -1.142  -0.243  -2.276  0.32
S  0.100  -1.301  -1.806  -0.24
H  0.514  2.319  -3.432  0.21
H  0.376  1.044  -4.667  0.20
H  1.130  0.686  -3.101  0.26
H  -2.203  2.372  -3.845  0.22
H  -4.125  0.903  -2.529  0.23
H  -4.016  -1.942  -1.879  -0.05
H  -2.339  -2.199  -0.791  -0.04
H  -5.861  -1.397  -0.139  0.23
H  -6.133  0.052  2.195  0.22
H  -4.110  0.770  3.907  0.21
H  -4.119  2.226  2.881  0.21
H  -2.628  1.279  3.058  0.26
O  1.167  0.402  1.028  -0.80
C  1.953  0.458  0.015  0.80
O  2.491  -0.584  -0.395  -0.65
C  2.111  1.790  -0.624  -0.17
C  3.159  2.057  -1.492  -0.16
C  3.294  3.307  -2.092  -0.27
C  2.349  4.256  -1.782  0.25
O  2.251  5.545  -2.224  -0.48
C  1.059  6.069  -1.658  0.24
O  0.467  5.076  -0.845  -0.49
C  1.278  3.977  -0.933  0.28
C  1.131  2.755  -0.338  -0.24
H  3.871  1.271  -1.698  0.24
H  4.099  3.530  -2.775  0.23
H  0.368  6.348  -2.465  0.16
H  1.288  6.955  -1.051  0.16
H  0.295  2.522  0.303  0.27
Cl  -0.057  -3.650  2.736  -0.02
C  -1.201  -2.578  1.828  -0.91
H  -1.833  -2.124  2.598  0.23
H  -1.826  -3.256  1.236  0.23

Values from the calculation:
Molar mass ... 755.293 g/mol
Gap between HOMO and LUMO ... 6.558 eV
ΔE to the lowest compared entry with this formula, charge and spin ... 154.9 kJ/mol
LUMO ... -0.0326 Ha
Strongest force on any atom ... 2.68 eV/Å

Q: The lowest strongest force on any atom belongs to which entry?
A: C4H11N2S

Q: Which formula does entry 5 have?
A: C25H27BClN7O4S4Zr

Q: Which of these has the highest strongest force on any atom?
A: C8H16AlNaO4

Q: Which value of strongest force on any atom does entry 1 give?
A: 5.56 eV/Å